No. 1
ORCA calculation (ωB97M-V/def2-TZVPD) on an isolated molecule of C12H18BN3O4 in a non-equilibrium geometry.

HOMO energy   -8.54 eV
SMILES string   CC(C)(C)OC(=O)/N=C(\N)Nc1ccccc1B(O)O
Energy relative to the best compared isomer or geometry (same formula, charge and spin)   0.00 kJ/mol
Frontier orbital gap   8.8 eV
Calculated total energy   -26076.62869 eV
Max |F|   0.0518 hartree/bohr
M   279.1 g mol⁻¹

Structure (XYZ):
```
38
Properties=species:S:1:pos:R:3:forces:R:3
O -2.59745 -0.50943 0.79060 -0.3 0.6 0.2
N -0.47833 -0.23817 0.07678 1.7 -0.1 -0.8
O 5.00384 -3.05384 0.52073 -0.6 1.2 -0.8
O 2.75174 -3.85689 0.25742 2.2 -0.4 0.1
O -1.73450 1.61331 0.55441 1.5 -2.1 -0.7
B 3.74911 -2.93625 -0.11435 0.5 0.4 1.0
C -1.66224 0.23153 0.49119 -0.6 -0.5 0.3
C -0.19642 -1.53300 0.03052 0.0 0.9 0.7
C 4.19058 0.30403 -2.11299 -0.4 0.5 -0.3
C 2.90328 0.81969 -2.09557 0.2 -1.0 0.7
C 4.40249 -0.91707 -1.53598 1.7 -0.1 0.0
C 1.88773 0.07768 -1.51088 -0.8 0.5 0.0
C 3.40465 -1.65710 -0.95873 -0.6 -1.9 1.2
C 2.10059 -1.17646 -0.93354 -0.4 0.7 -0.6
N -1.05006 -2.50308 0.43810 -0.3 -1.1 0.7
N 1.05392 -1.96005 -0.39006 -1.0 1.0 0.1
C -2.88626 3.66868 0.65518 -0.3 0.1 1.1
C -4.01150 1.60250 -0.20475 -0.2 -0.8 -0.8
C -3.40478 1.77311 2.21341 0.2 0.4 0.8
C -3.01435 2.14607 0.79962 -1.2 0.6 0.7
H 5.48508 -2.18301 0.45697 -0.6 -1.5 0.0
H 3.23156 -4.48966 0.83724 -0.8 0.3 -0.3
H 4.98746 0.86295 -2.56606 0.3 0.1 0.0
H 2.72926 1.80714 -2.45169 -0.3 0.5 -0.4
H 5.43486 -1.28837 -1.47641 -0.4 0.0 -0.2
H 0.89491 0.48931 -1.44551 0.0 0.1 -0.1
H -0.74910 -3.42134 0.76345 0.4 0.5 -0.6
H -1.94290 -2.23583 0.86374 0.6 0.6 -0.5
H 1.29436 -2.90026 -0.12814 0.0 -0.1 -0.1
H -3.89085 4.15425 0.69839 0.8 -0.4 0.1
H -2.24899 4.08365 1.46953 -0.4 -0.3 -0.5
H -2.42967 3.90839 -0.27939 0.3 0.2 -0.8
H -4.92362 2.18805 -0.21507 -0.1 0.2 0.0
H -3.55225 1.63156 -1.21065 -0.3 0.1 0.3
H -4.27153 0.54553 -0.00531 0.1 0.8 -0.1
H -2.68238 2.16087 2.95702 -0.5 0.3 -0.4
H -3.35277 0.71365 2.33293 -0.2 -0.6 0.0
H -4.42546 2.07787 2.42788 0.0 0.3 0.2
```
Forces are in eV/Å.

***

No. 2
ORCA calculation (ωB97M-V/def2-TZVPD) on a structure of composition C12H18Br4INO3S in a non-equilibrium geometry.

HOMO energy   -8.63 eV
Frontier orbital gap   9.1 eV
Calculated total energy   -319471.75286 eV
Max |F|   0.0779 hartree/bohr
M   702.9 g mol⁻¹

Structure (XYZ):
```
40
Properties=species:S:1:pos:R:3:forces:R:3
O -2.53511 3.52259 1.22367 0.4 0.1 0.6
S -2.23841 2.27774 0.58952 -0.4 -0.3 -0.6
O -0.67675 2.31024 0.09131 -0.6 -0.2 0.4
C -0.57629 1.93820 -1.29499 0.4 0.0 -1.1
C 0.75187 1.24989 -1.57131 0.7 0.0 0.3
C 1.92448 1.87909 -0.77800 -0.5 -0.2 0.0
I 3.66220 2.22038 -1.99788 -0.1 -0.1 0.3
O -2.11983 1.11208 1.80416 0.1 0.5 -0.4
C -2.54618 -0.08737 1.26959 0.4 -1.4 -0.4
C -3.87495 -0.38313 1.07383 -1.1 1.0 0.5
C -4.30917 -1.56722 0.49302 0.6 0.3 -0.1
N -3.45945 -2.50419 0.08753 0.0 2.8 -1.4
C -2.16689 -2.22654 0.30664 0.8 0.3 -0.8
C -1.64414 -1.07368 0.85675 -0.3 0.7 0.4
H -1.41096 1.30618 -1.61270 0.0 -0.1 0.3
H -0.62774 2.82591 -1.93545 0.0 0.2 0.4
H 0.72008 0.18310 -1.33601 -0.2 0.1 0.1
H 1.01000 1.31075 -2.62932 -0.5 0.1 -0.1
H 2.17630 1.21180 0.04214 0.4 0.2 -0.1
H 1.65718 2.83905 -0.34554 0.1 0.0 -0.1
H -4.61776 0.35314 1.37107 0.0 -0.1 0.0
H -5.37481 -1.71741 0.36062 0.1 -0.2 -0.1
H -1.44593 -2.98204 0.00406 -0.2 -0.1 -0.1
H -0.57883 -0.91878 0.97249 0.0 -0.1 0.0
Br 6.95137 3.78658 -3.41536 0.1 0.0 -0.1
C 7.96768 4.41505 -1.88137 -0.1 -0.3 0.0
C 7.09472 5.16849 -0.91386 0.1 0.2 0.1
Br 6.69668 6.96123 -1.55534 -0.1 0.0 0.0
H 8.78665 5.01201 -2.26895 0.0 0.1 0.0
H 8.36551 3.51657 -1.41438 0.0 0.0 0.0
H 7.61136 5.31164 0.03274 0.0 0.0 0.0
H 6.14253 4.67825 -0.73550 0.0 -0.1 -0.1
Br -3.11303 -4.44144 1.36546 -0.6 -3.4 2.0
C -4.36678 -5.87557 1.82693 0.6 0.0 0.4
C -3.67254 -7.16740 2.17983 -0.2 -0.2 -0.1
Br -3.01923 -8.08268 0.59139 0.1 0.0 0.0
H -5.03836 -5.97637 0.97993 0.0 0.0 0.0
H -4.91926 -5.49922 2.68586 0.0 0.0 0.0
H -4.36712 -7.86542 2.64463 0.0 0.0 0.0
H -2.81910 -7.02150 2.83280 0.0 0.1 0.0
```
Forces are in eV/Å.

***

No. 3
ORCA calculation (ωB97M-V/def2-TZVPD) on a structure of composition C12H18ClIN2O3PZr in a non-equilibrium geometry.

HOMO energy (alpha / beta)   -17.61 / -17.62 eV
Charge   +3
Frontier orbital gap (alpha / beta)   2.0 / 2.1 eV
Calculated total energy   -53020.71675 eV
Max |F|   0.1927 hartree/bohr
M   522.8 g mol⁻¹

Structure (XYZ):
```
39
Properties=species:S:1:pos:R:3:forces:R:3
C -3.82180 -3.09265 0.27955 0.9 -0.5 2.7
C -3.05713 -2.53649 -0.87377 -6.2 -1.3 -7.6
H -4.29293 -4.04822 -0.00538 0.3 0.2 -0.6
H -4.59380 -2.38340 0.63122 0.4 0.3 -0.4
H -3.16023 -3.29653 1.13097 -0.3 0.0 0.1
O -3.40543 -2.57818 -2.01633 3.2 0.9 5.8
I 0.93823 -3.04834 2.21542 -1.1 0.2 -1.2
Zr -0.69168 -1.58421 0.49228 2.4 1.7 5.4
P -1.54849 0.37556 -1.09490 -0.8 2.2 -1.5
C -0.52043 0.65935 -2.56477 0.4 -0.5 -0.1
C -3.22876 0.49386 -1.77602 -0.3 -0.6 0.1
H -1.91843 1.96457 0.70395 0.0 0.2 -0.2
H -2.11510 2.72416 -0.89403 0.1 -0.3 -0.1
H -0.48224 2.41262 -0.24669 -0.2 -0.1 -0.1
C -1.50508 2.03022 -0.30727 0.3 -0.1 0.9
H -3.94939 0.48551 -0.95048 0.0 0.1 -0.2
H -3.30198 1.44332 -2.32372 0.0 -0.3 0.1
H -1.11981 1.20179 -3.30494 0.1 -0.1 0.1
H -0.18292 -0.28804 -2.99624 0.0 0.3 -0.2
H -3.43690 -0.34137 -2.44760 -0.1 0.4 -0.1
H 0.35356 1.25981 -2.29165 -0.1 -0.2 -0.1
C -0.75321 -2.52532 -1.53362 1.8 -3.7 -7.6
O -0.60386 -2.95009 -2.61423 -0.8 2.4 5.7
Cl -2.28422 -0.65602 2.02977 0.7 -0.7 -1.1
N 5.70090 1.27868 2.13256 -1.2 0.0 0.0
C 4.50308 1.95679 2.15187 2.0 1.2 0.9
O 4.37043 3.04619 2.69931 -0.6 -1.6 -1.0
C 3.37300 1.28081 1.42639 -1.1 -0.2 -0.3
C 3.46818 0.19606 0.54241 -0.2 -0.3 -0.3
C 2.31764 -0.44993 0.08687 0.2 0.0 0.3
N 1.07567 -0.10994 0.52542 -0.1 -0.2 -0.2
C 0.98110 0.99223 1.30634 0.0 0.1 0.0
C 2.08185 1.73875 1.68541 -0.5 0.0 0.3
H 6.41307 1.63249 2.75377 0.1 0.1 0.0
H 5.71708 0.28375 1.96014 0.1 0.2 0.0
H 4.43924 -0.15714 0.20604 -0.2 0.0 -0.1
H 2.35830 -1.30883 -0.58599 0.3 0.2 0.2
H -0.02483 1.24398 1.63142 0.3 0.1 0.1
H 1.90733 2.65422 2.23654 0.3 -0.1 0.2
```
Forces are in eV/Å.

***

No. 4
ORCA calculation (ωB97M-V/def2-TZVPD) on a cluster of 4 separate species, C12H18F2O12 in total in a non-equilibrium geometry.

HOMO energy   -10.55 eV
SMILES string   O=C1OC[C@@H](F)O1.O=C1OC[C@@H](F)O1.COC(=O)OC.COC(=O)OC
Energy relative to the best compared isomer or geometry (same formula, charge and spin)   0.00 kJ/mol
Frontier orbital gap   10.8 eV
Calculated total energy   -42741.11675 eV
Max |F|   0.0203 hartree/bohr
M   392.3 g mol⁻¹

Structure (XYZ):
```
44
Properties=species:S:1:pos:R:3:forces:R:3
C -2.31654 -0.48348 0.80352 -0.5 -0.4 0.8
C -1.59091 0.83152 0.58319 -0.1 -0.4 -0.2
O -1.22401 0.78878 -0.76651 -0.3 0.3 0.3
C -1.45391 -0.45423 -1.28305 0.1 0.0 0.2
O -1.17558 -0.75560 -2.38869 0.0 -0.2 -0.3
O -2.01304 -1.25078 -0.35452 0.0 0.1 -0.1
F -0.42965 0.90899 1.32417 -0.2 0.1 0.1
H -3.39727 -0.37412 0.93820 0.1 0.3 -0.5
H -2.05004 -1.01359 1.72006 0.6 0.1 -0.2
H -2.21929 1.69375 0.78242 0.3 0.3 0.1
C 2.56434 2.53900 1.35960 0.0 0.2 0.1
C 2.71252 1.21267 0.63719 -0.4 0.4 0.2
O 3.96998 0.77219 1.09403 -0.1 -0.1 0.1
C 4.21710 1.35057 2.31034 -0.2 -0.2 -0.3
O 5.12408 1.06034 3.00417 0.2 0.0 0.3
O 3.25329 2.26156 2.58794 0.3 0.2 -0.2
F 2.74607 1.36271 -0.70653 0.1 0.0 -0.1
H 1.56012 2.87701 1.59365 -0.1 -0.3 -0.1
H 3.08095 3.32041 0.79405 0.1 -0.1 0.1
H 1.92467 0.50523 0.89739 0.1 -0.2 -0.1
C -1.45437 -1.75529 4.70578 0.7 -0.1 -0.5
O -2.61692 -1.56465 5.49584 0.2 -0.2 0.2
C -3.68554 -1.15197 4.83014 0.0 0.1 -0.2
O -3.71235 -0.84271 3.66216 0.0 0.0 0.0
O -4.70414 -1.12522 5.67424 -0.1 0.1 0.1
C -5.94666 -0.64066 5.15981 -0.2 0.2 -0.1
H -0.62165 -2.00580 5.35670 -0.2 0.1 0.3
H -1.19094 -0.85217 4.15298 -0.1 0.0 0.0
H -1.57891 -2.58505 4.00565 -0.2 0.1 0.0
H -6.46324 -0.16533 5.98848 0.0 -0.1 0.1
H -6.54385 -1.46659 4.77777 0.1 0.0 0.0
H -5.78646 0.08896 4.36842 0.1 -0.1 0.0
C 4.01082 -0.01309 -7.91705 0.2 -0.3 -0.7
O 3.51994 -0.79011 -6.83747 0.2 -0.2 0.1
C 2.60003 -0.19870 -6.08299 0.0 0.1 0.4
O 2.10760 0.88110 -6.27201 0.0 0.1 -0.2
O 2.34439 -1.00646 -5.05804 -0.2 -0.3 -0.2
C 1.22711 -0.65225 -4.25129 -0.6 -0.1 0.7
H 4.73068 -0.64283 -8.44139 0.0 0.0 0.2
H 4.52134 0.88526 -7.58040 -0.2 0.1 0.1
H 3.20871 0.20375 -8.62197 0.0 0.3 0.1
H 0.48227 -0.07327 -4.78907 0.2 0.2 -0.1
H 1.54898 -0.12709 -3.35136 0.1 0.2 -0.2
H 0.72026 -1.55277 -3.90557 0.4 -0.2 -0.2
```
Forces are in eV/Å.

***

No. 5
ORCA calculation (ωB97M-V/def2-TZVPD) on a structure of composition C12H18F3IO10V in a non-equilibrium geometry.

HOMO energy   -5.66 eV
Charge   -1
Frontier orbital gap   8.2 eV
Calculated total energy   -75155.69528 eV
Max |F|   0.0727 hartree/bohr
M   557.1 g mol⁻¹

Structure (XYZ):
```
45
Properties=species:S:1:pos:R:3:forces:R:3
O 7.86718 20.71268 -9.74133 0.4 0.7 -0.4
V 7.46996 19.20149 -9.55154 -2.7 -1.1 0.5
O 8.67768 18.40490 -8.98798 0.9 -0.3 0.0
I 6.63003 18.47324 -12.18040 0.4 0.2 0.9
C 5.61164 19.32082 -7.45899 0.0 -0.1 -0.8
O 6.82799 20.06026 -7.34782 -0.6 0.1 0.3
O 5.83717 18.40662 -8.40116 1.3 0.3 -1.3
C 5.25009 18.65856 -6.09920 -0.6 -0.6 -0.4
F 6.26716 18.58862 -5.23737 0.0 0.3 0.3
F 4.21078 19.31158 -5.51890 0.3 0.2 0.3
F 4.82022 17.39691 -6.26585 0.0 0.1 -0.1
C 6.87691 21.19523 -6.51571 0.8 1.1 0.4
C 8.33842 21.61669 -6.46264 0.4 -1.4 0.7
H 8.52853 22.34862 -5.67761 -0.1 0.5 -0.5
H 8.92640 20.75427 -6.12432 -0.1 -0.1 -0.1
H 8.71555 21.81947 -7.46142 0.0 0.6 0.1
H 6.50956 20.98370 -5.50684 0.0 -0.2 -0.1
H 6.33134 22.09058 -6.84978 -0.5 -0.5 -0.5
H 4.78593 19.96880 -7.80046 -0.1 0.4 0.8
C 10.64646 21.36210 -13.49987 1.3 0.6 -0.5
C 11.08856 22.60451 -12.74985 -1.6 0.3 -0.9
C 10.07643 23.23661 -11.82222 0.5 -0.7 0.3
O 10.95992 24.14292 -11.11392 -0.4 0.3 0.2
C 12.20686 23.64198 -11.14538 0.4 -0.7 -0.6
O 13.17885 24.09071 -10.62955 -0.3 0.2 0.3
O 12.24832 22.52080 -11.94758 0.0 0.3 0.3
H 9.74623 21.60724 -14.06282 -0.4 -0.2 0.5
H 10.59448 20.44736 -12.92084 -0.3 0.0 0.1
H 11.38958 21.27580 -14.30089 0.1 -0.6 0.2
H 11.25127 23.37194 -13.52748 0.3 -0.1 0.1
H 9.64014 22.53139 -11.11414 0.0 -0.1 0.1
H 9.27278 23.71735 -12.37161 0.2 0.5 0.2
C 13.84291 15.47520 -9.35362 0.5 0.7 0.6
C 13.08814 16.63130 -9.96581 0.3 0.8 1.6
C 11.57333 16.53272 -10.05477 0.8 -1.2 -3.4
O 11.13078 17.85312 -9.92919 -0.3 0.3 0.6
C 12.02803 18.53224 -9.18052 0.2 -1.2 0.8
O 11.85901 19.53658 -8.58717 -0.1 0.8 -0.3
O 13.16532 17.78555 -9.07232 0.5 -0.1 -0.1
H 14.88052 15.80491 -9.24053 0.1 -0.3 -0.4
H 13.78230 14.59453 -9.98758 0.0 -0.1 0.1
H 13.57661 15.29779 -8.30950 -0.6 -0.3 -0.2
H 13.66427 16.93683 -10.84278 -0.7 -0.1 -0.5
H 11.13984 15.70442 -9.49237 -0.2 0.8 1.0
H 11.33653 16.24447 -11.08968 -0.1 0.0 0.1
```
Forces are in eV/Å.

***

No. 6
ORCA calculation (ωB97M-V/def2-TZVPD) on a structure of composition C12H18GdNO5 in a non-equilibrium geometry.

Multiplicity   8
HOMO energy (alpha / beta)   -16.10 / -16.11 eV
Charge   +2
Energy relative to the best compared isomer or geometry (same formula, charge and spin)   0.00 kJ/mol
Frontier orbital gap (alpha / beta)   6.8 / 9.4 eV
Calculated total energy   -45282.87841 eV
Max |F|   0.0517 hartree/bohr
M   413.5 g mol⁻¹

Structure (XYZ):
```
37
Properties=species:S:1:pos:R:3:forces:R:3
Gd 8.17482 11.20657 5.57745 -0.7 -1.2 -0.6
C 5.09277 11.51289 3.92805 -0.5 -0.3 -1.8
O 6.33227 12.11447 4.29708 0.8 0.1 0.3
C 6.20462 13.52956 4.58918 -0.2 -1.1 2.4
C 7.51849 14.18025 4.44630 0.6 1.2 -1.1
O 8.30381 13.57528 5.46074 -0.4 -1.0 0.3
C 9.52302 14.19777 5.73529 0.5 1.1 -0.5
C 10.30402 13.36997 6.68364 0.2 -1.4 1.0
O 10.26089 11.93402 6.17979 0.0 1.7 0.3
C 11.48726 11.23961 6.31490 1.3 -0.7 -0.9
H 4.66706 12.11686 3.11634 -0.1 0.0 0.3
H 4.38864 11.38868 4.72507 -0.2 0.2 0.7
H 5.27491 10.55089 3.44848 0.3 -0.1 0.3
H 6.01753 13.58768 5.72760 -0.3 0.2 -1.7
H 5.37339 13.92173 4.05401 -0.4 0.6 -0.6
H 7.40101 15.24408 4.61030 -0.1 0.4 0.6
H 8.07871 14.17638 3.48649 -0.6 -0.7 0.2
H 9.29562 15.14121 6.16272 0.0 1.1 0.9
H 9.97568 14.49087 4.78806 0.7 -0.6 -0.1
H 9.89291 13.25798 7.69167 -0.7 0.4 -0.2
H 11.29522 13.77138 6.95638 0.0 -0.5 -1.1
H 11.36006 10.15832 6.38909 -0.4 0.2 0.3
H 12.04332 11.62678 7.13742 0.2 0.0 0.9
H 12.10306 11.38990 5.43104 0.0 0.2 -0.2
O 6.47603 8.17851 7.76174 0.2 0.3 -0.1
C 7.08142 8.84228 6.96923 -0.5 -2.3 0.3
O 6.94559 10.14697 6.87126 0.7 1.2 -0.4
C 8.01048 8.10495 5.98801 -0.5 -1.5 0.5
C 7.94746 6.68021 5.91280 0.8 1.7 -0.5
C 8.80709 6.01895 5.05574 -0.4 0.9 0.0
C 9.73998 6.77941 4.39241 1.1 0.2 -0.8
C 9.77650 8.16079 4.51316 0.0 -0.5 -0.6
N 8.87327 8.81372 5.26125 0.3 0.9 0.0
H 7.27203 6.12791 6.48918 -1.1 -0.4 0.9
H 8.74778 4.97830 4.81044 -0.1 -0.5 0.4
H 10.44722 6.25916 3.74372 -0.1 0.4 0.1
H 10.49083 8.73327 3.91665 -0.2 0.0 0.3
```
Forces are in eV/Å.

***

Question: What is the M in the first record?
Answer: 279.1 g mol⁻¹